The following is a DFT calculation (ωB97M-V/def2-TZVPD) of a molecular structure, C29H33BN9OV.

Last column: Löwdin spin population.
Cartesian coordinates (Å):
V 0.31 -0.27 0.26  1.196
C 3.47 -1.36 1.52  0.001
C 2.22 -1.52 2.33  0.002
C 2.07 -2.00 3.62  -0.002
C 0.71 -2.00 3.86  -0.002
N 0.08 -1.54 2.78  0.006
N 1.00 -1.24 1.83  -0.003
B -1.45 -1.71 2.43  0.001
N -1.51 -2.57 1.17  0.001
C -2.32 -3.60 0.88  0.000
C -2.43 -3.69 -0.49  0.000
C -1.65 -2.65 -1.00  0.001
C -1.56 -2.27 -2.44  0.000
N -1.07 -1.98 0.01  -0.007
N -2.12 -0.36 2.03  0.004
C -3.37 0.09 2.28  0.003
C -3.67 1.07 1.37  0.000
C -2.54 1.18 0.55  0.001
C -2.29 2.07 -0.62  0.001
N -1.63 0.30 0.95  -0.007
N -2.12 -2.28 3.65  0.000
C -2.41 -1.61 4.80  0.000
C -2.66 -2.55 5.77  0.000
C -2.46 -3.79 5.13  0.000
C -2.62 -5.16 5.71  0.000
N -2.11 -3.62 3.87  0.000
H 4.09 -2.25 1.62  0.000
H 4.06 -0.51 1.88  0.000
H 3.25 -1.22 0.47  0.000
H 2.85 -2.34 4.28  0.000
H 0.15 -2.33 4.72  0.000
H -2.75 -4.17 1.67  0.000
H -3.00 -4.41 -1.05  0.000
H -2.41 -2.71 -2.96  0.000
H -0.65 -2.63 -2.92  0.000
H -1.61 -1.19 -2.58  0.000
H -3.96 -0.34 3.06  0.000
H -4.59 1.64 1.29  0.000
H -3.13 2.04 -1.31  0.000
H -1.39 1.77 -1.17  0.000
H -2.16 3.11 -0.30  0.000
H -2.41 -0.54 4.85  0.000
H -2.94 -2.37 6.80  0.000
H -2.38 -5.17 6.77  0.000
H -1.96 -5.86 5.20  0.000
H -3.64 -5.51 5.59  0.000
N 3.83 2.17 0.24  0.003
C 2.65 1.62 0.51  0.002
O 2.10 0.86 -0.30  -0.002
C 1.93 1.87 1.80  -0.014
C 0.49 1.51 1.51  -0.105
H 4.28 1.97 -0.64  0.000
H 4.26 2.82 0.87  0.000
H 2.08 2.90 2.14  -0.004
H 2.36 1.22 2.56  0.000
H 0.01 2.29 0.92  -0.003
H -0.08 1.37 2.42  -0.004
C 2.49 -5.09 -2.19  0.000
C 2.09 -4.72 -0.89  0.001
C 1.65 -3.46 -0.62  -0.001
C 1.56 -2.48 -1.65  -0.006
C 1.12 -1.14 -1.41  -0.054
C 1.03 -0.28 -2.47  -0.006
C 1.34 -0.67 -3.79  -0.002
C 1.80 -1.93 -4.03  0.001
C 1.94 -2.86 -2.96  -0.002
C 2.42 -4.18 -3.20  0.000
H 2.85 -6.09 -2.38  0.000
H 2.14 -5.46 -0.09  0.000
H 1.33 -3.20 0.38  0.000
H 0.74 0.76 -2.31  -0.001
H 1.23 0.03 -4.61  0.000
H 2.07 -2.25 -5.03  0.000
H 2.71 -4.45 -4.21  0.000

Values from the calculation:
ΔE to the lowest compared entry with this formula, charge and spin: 2.8 kcal per mole
Highest occupied orbital energy (alpha / beta): -10.48 / -10.50 eV
2S+1: 2
Total charge: +1
Largest force on an atom: 0.004 hartree/bohr



The following is a DFT calculation (ωB97M-V/def2-TZVPD) of a molecular structure, C29H33BaN6O2S at a distorted geometry.

Last column: Löwdin charge in e.
Cartesian coordinates (Å):
Ba 0.16 -0.16 0.46  1.738
C 5.09 2.97 2.15  -0.103
C 5.20 3.03 0.63  -0.319
N 3.98 3.42 -0.03  -0.053
C 2.90 2.61 -0.24  -0.833
S 3.13 0.91 -0.10  0.474
N 1.83 3.28 -0.64  -0.046
N 0.71 2.53 -0.82  -0.034
C -0.23 3.12 -1.49  -0.307
C -0.04 4.44 -2.18  -0.060
C -1.59 2.50 -1.55  -0.232
C -2.66 3.23 -2.10  -0.025
C -3.93 2.68 -2.09  -0.072
C -4.12 1.43 -1.54  -0.060
C -3.01 0.79 -1.00  -0.143
N -1.79 1.29 -1.01  -0.008
H 6.03 2.68 2.60  0.064
H 4.33 2.24 2.44  0.058
H 4.80 3.94 2.56  0.065
H 5.49 2.05 0.24  0.065
H 5.98 3.74 0.33  0.105
H 3.73 4.40 0.00  0.121
H 1.02 4.64 -2.30  0.059
H -0.47 5.27 -1.62  0.084
H -0.51 4.43 -3.16  0.068
H -2.50 4.21 -2.50  0.093
H -4.76 3.24 -2.51  0.103
H -5.09 0.96 -1.50  0.101
H -3.12 -0.19 -0.53  0.111
N 0.21 -0.07 -2.96  0.001
C 1.52 -0.44 -3.49  -0.290
C 1.84 -1.87 -3.09  -0.291
N 1.99 -2.00 -1.66  -0.016
H -0.51 -0.61 -3.43  0.060
H 0.04 0.91 -3.13  0.049
H 2.25 0.23 -3.04  0.090
H 1.59 -0.35 -4.58  0.104
H 2.72 -2.20 -3.67  0.104
H 1.01 -2.52 -3.39  0.108
H 2.84 -1.57 -1.33  0.017
H 1.94 -2.96 -1.35  0.064
O 0.49 -0.12 2.97  -0.246
C -0.67 0.26 3.25  -0.716
O -1.54 0.50 2.39  -0.187
C -1.02 0.45 4.71  -0.130
C -2.29 0.88 5.07  -0.027
C -2.61 1.05 6.41  -0.097
C -1.66 0.80 7.39  -0.112
C -0.39 0.37 7.03  -0.095
C -0.07 0.20 5.69  -0.025
H -3.01 1.07 4.29  0.111
H -3.60 1.39 6.69  0.094
H -1.91 0.93 8.43  0.092
H 0.35 0.17 7.79  0.095
H 0.91 -0.13 5.38  0.113
C -2.47 -4.56 -3.53  -0.119
C -2.45 -3.17 -3.30  -0.111
C -1.82 -2.69 -2.18  -0.088
C -1.19 -3.52 -1.23  -0.237
C -0.53 -2.92 -0.09  -0.229
C 0.05 -3.86 0.75  -0.202
C 0.04 -5.26 0.52  -0.125
C -0.58 -5.79 -0.57  -0.085
C -1.22 -4.92 -1.48  -0.198
C -1.87 -5.41 -2.64  -0.067
H -2.96 -4.96 -4.41  0.087
H -2.92 -2.50 -4.00  0.088
H -1.78 -1.62 -1.99  0.060
H 0.58 -3.55 1.64  0.067
H 0.53 -5.92 1.23  0.086
H -0.59 -6.86 -0.76  0.093
H -1.88 -6.48 -2.82  0.099

Values from the calculation:
ΔE to the lowest compared entry with this formula, charge and spin: 7.6 kcal per mole
Highest occupied orbital energy: -4.27 eV
2S+1: 1
Total charge: -1
Largest force on an atom: 0.029 hartree/bohr



The following is a DFT calculation (ωB97M-V/def2-TZVPD) of a molecular structure, C29H33BrClF5IN3O4P at a distorted geometry.

Last column: Löwdin charge in e.
Cartesian coordinates (Å):
C 5.36 -2.77 -0.35  -0.138
C 5.36 -1.30 0.38  -0.236
C 4.73 -1.49 1.87  -0.196
C 3.42 -0.52 2.19  -0.116
C 2.27 -0.59 0.96  -0.309
O 2.55 0.63 0.24  -0.235
C 1.42 1.26 -0.45  -0.548
I 2.19 3.37 -0.55  1.171
C 1.74 0.96 -2.02  -0.197
C 1.32 2.00 -3.20  -0.084
C 1.72 1.53 -4.72  -0.006
C 2.50 0.11 -4.80  -0.112
N 2.97 -0.86 -3.79  0.018
C 2.60 -0.43 -2.40  -0.013
C -0.05 1.08 0.25  -0.228
C -1.12 1.62 -0.93  -0.089
C -1.35 3.19 -1.15  -0.115
C -2.99 3.39 -1.47  -0.042
F -3.90 4.23 -0.66  -0.021
C -3.57 2.72 -2.68  -0.020
F -4.85 1.98 -2.59  -0.013
F -2.82 2.89 -3.98  -0.025
N -0.25 2.02 1.33  0.065
C 0.73 2.64 2.21  -0.260
O 0.50 3.96 2.48  0.032
F 1.99 2.18 2.82  0.040
C -1.50 2.33 2.03  -0.188
O -2.69 2.78 1.65  0.112
F -1.48 1.98 3.51  0.001
N -0.41 -0.42 0.57  -0.149
C -1.56 -0.74 1.40  -0.220
C -3.09 -0.41 1.48  -0.127
C -4.27 -0.02 0.43  -0.030
C -5.86 0.25 0.73  -0.025
C -6.36 0.11 2.27  -0.044
C -5.30 -0.33 3.41  -0.051
C -3.76 -0.58 3.03  -0.002
C -0.47 -1.29 -0.66  -0.532
Br 0.41 -3.09 -0.70  0.863
C -1.94 -1.66 -1.32  -0.246
C -1.77 -2.72 -2.61  -0.179
C 0.78 -0.76 1.52  -0.392
P 0.72 -2.39 2.55  0.692
O 2.10 -3.43 2.23  -0.403
Cl 0.87 -1.97 4.67  0.190
H 5.46 -3.66 0.43  0.087
H 4.36 -2.94 -0.93  0.062
H 6.31 -2.86 -1.07  0.095
H 6.50 -0.93 0.46  0.125
H 4.82 -0.52 -0.30  0.096
H 5.57 -1.12 2.64  0.129
H 4.56 -2.62 2.12  0.089
H 3.89 0.57 2.27  0.140
H 2.96 -0.73 3.25  0.077
H 2.60 -1.60 0.45  0.103
H 0.78 3.01 -3.13  0.053
H 1.44 2.17 -5.68  0.114
H 2.74 -0.23 -5.92  0.117
H 2.99 -1.20 -1.61  0.078
H -2.14 1.24 -0.52  0.093
H -0.99 1.10 -1.97  0.129
H -1.18 3.91 -0.22  0.136
H -0.87 3.74 -2.05  0.103
H -1.23 -0.40 2.51  0.133
H -1.66 -1.94 1.37  0.150
H -3.95 0.09 -0.69  0.057
H -6.59 0.55 -0.16  0.109
H -7.47 0.33 2.53  0.096
H -5.71 -0.45 4.53  0.112
H -3.05 -0.90 3.94  0.109
H -0.02 -0.82 -1.64  0.110
H -2.33 -0.69 -1.85  0.100
H -2.69 -2.19 -0.62  0.123
H -2.71 -2.47 -3.31  0.104
H -0.83 -2.48 -3.27  0.082
H -1.90 -3.84 -2.31  0.079
H 0.82 -0.03 2.46  0.131
H 2.65 -3.56 3.09  0.086

Values from the calculation:
Highest occupied orbital energy: -11.33 eV
2S+1: 1
Total charge: +1
Largest force on an atom: 0.199 hartree/bohr



What did the second record say?
The following is a DFT calculation (ωB97M-V/def2-TZVPD) of a molecular structure, C29H33BaN6O2S at a distorted geometry.

Last column: Löwdin charge in e.
Cartesian coordinates (Å):
Ba 0.16 -0.16 0.46  1.738
C 5.09 2.97 2.15  -0.103
C 5.20 3.03 0.63  -0.319
N 3.98 3.42 -0.03  -0.053
C 2.90 2.61 -0.24  -0.833
S 3.13 0.91 -0.10  0.474
N 1.83 3.28 -0.64  -0.046
N 0.71 2.53 -0.82  -0.034
C -0.23 3.12 -1.49  -0.307
C -0.04 4.44 -2.18  -0.060
C -1.59 2.50 -1.55  -0.232
C -2.66 3.23 -2.10  -0.025
C -3.93 2.68 -2.09  -0.072
C -4.12 1.43 -1.54  -0.060
C -3.01 0.79 -1.00  -0.143
N -1.79 1.29 -1.01  -0.008
H 6.03 2.68 2.60  0.064
H 4.33 2.24 2.44  0.058
H 4.80 3.94 2.56  0.065
H 5.49 2.05 0.24  0.065
H 5.98 3.74 0.33  0.105
H 3.73 4.40 0.00  0.121
H 1.02 4.64 -2.30  0.059
H -0.47 5.27 -1.62  0.084
H -0.51 4.43 -3.16  0.068
H -2.50 4.21 -2.50  0.093
H -4.76 3.24 -2.51  0.103
H -5.09 0.96 -1.50  0.101
H -3.12 -0.19 -0.53  0.111
N 0.21 -0.07 -2.96  0.001
C 1.52 -0.44 -3.49  -0.290
C 1.84 -1.87 -3.09  -0.291
N 1.99 -2.00 -1.66  -0.016
H -0.51 -0.61 -3.43  0.060
H 0.04 0.91 -3.13  0.049
H 2.25 0.23 -3.04  0.090
H 1.59 -0.35 -4.58  0.104
H 2.72 -2.20 -3.67  0.104
H 1.01 -2.52 -3.39  0.108
H 2.84 -1.57 -1.33  0.017
H 1.94 -2.96 -1.35  0.064
O 0.49 -0.12 2.97  -0.246
C -0.67 0.26 3.25  -0.716
O -1.54 0.50 2.39  -0.187
C -1.02 0.45 4.71  -0.130
C -2.29 0.88 5.07  -0.027
C -2.61 1.05 6.41  -0.097
C -1.66 0.80 7.39  -0.112
C -0.39 0.37 7.03  -0.095
C -0.07 0.20 5.69  -0.025
H -3.01 1.07 4.29  0.111
H -3.60 1.39 6.69  0.094
H -1.91 0.93 8.43  0.092
H 0.35 0.17 7.79  0.095
H 0.91 -0.13 5.38  0.113
C -2.47 -4.56 -3.53  -0.119
C -2.45 -3.17 -3.30  -0.111
C -1.82 -2.69 -2.18  -0.088
C -1.19 -3.52 -1.23  -0.237
C -0.53 -2.92 -0.09  -0.229
C 0.05 -3.86 0.75  -0.202
C 0.04 -5.26 0.52  -0.125
C -0.58 -5.79 -0.57  -0.085
C -1.22 -4.92 -1.48  -0.198
C -1.87 -5.41 -2.64  -0.067
H -2.96 -4.96 -4.41  0.087
H -2.92 -2.50 -4.00  0.088
H -1.78 -1.62 -1.99  0.060
H 0.58 -3.55 1.64  0.067
H 0.53 -5.92 1.23  0.086
H -0.59 -6.86 -0.76  0.093
H -1.88 -6.48 -2.82  0.099

Values from the calculation:
ΔE to the lowest compared entry with this formula, charge and spin: 7.6 kcal per mole
Highest occupied orbital energy: -4.27 eV
2S+1: 1
Total charge: -1
Largest force on an atom: 0.029 hartree/bohr